[1]
DFT (ωB97M-V/def2-TZVPD) results for a 14-piece molecular cluster, H27O14 overall in a non-equilibrium geometry.

Cartesian coordinates (Å):
O: -3.29837 2.17241 2.21266
H: -2.40006 1.88070 1.83946
O: -1.26491 -0.15321 0.71543
H: -1.81483 -0.62330 -0.16289
H: -1.55049 -0.80263 2.22598
O: -0.50183 -1.64000 -2.71596
H: -1.51977 -0.12919 3.51131
H: 3.00806 -0.39548 -3.84050
O: 3.17256 -0.43475 -3.01231
H: -0.32294 0.38960 -2.98402
H: 2.78830 0.10139 -2.27126
O: -0.13641 2.92344 -1.59121
H: 0.24021 2.19610 0.87179
H: -0.16578 2.81808 -2.60427
O: -1.28774 3.00507 3.62018
H: -2.14193 2.97382 3.33384
H: -0.74299 3.24940 2.84705
O: 3.32941 -2.50610 1.17784
H: 2.93572 -1.79021 1.73780
H: 2.84639 -3.24339 0.86716
O: -1.83949 -0.79381 3.13641
H: -0.29843 -2.11377 -1.80927
H: 0.28082 2.03072 -1.53351
O: 0.42395 0.36648 -2.48356
H: 0.31771 -0.40688 -1.93099
H: -0.49743 -2.32149 -3.44277
O: 2.62794 -3.05401 -2.17584
H: 3.19907 -2.38838 -2.53753
H: 2.32107 -2.88521 -1.22802
O: -2.14223 3.76418 0.36326
H: -1.26569 4.14631 0.46279
H: -1.91062 3.35206 -0.56997
O: 0.82848 1.44841 0.97723
H: 0.19386 0.67029 1.11503
H: -3.31596 1.52440 2.98560
O: 1.10934 -1.83346 1.26992
H: 0.60319 -2.48308 0.45196
H: 0.74456 -2.48271 1.82970
O: -0.67795 -2.49465 -0.36157
H: -1.27345 -3.13371 -0.88547
H: -0.60132 -0.90347 0.58853

Summary:
Relative energy (zero: lowest compared OMol25 entry of this formula, charge and spin) ... 163.5 kcal/mol
Highest occupied orbital energy ... -0.2456 Ha
Net charge ... -1



[2]
DFT (ωB97M-V/def2-TZVPD) results for a 11-piece molecular cluster, C66H165N11O22 overall in a non-equilibrium geometry.

Cartesian coordinates (Å):
C: -6.60304 -5.17300 -3.46996
O: -5.43497 -4.52761 -3.03166
C: -5.65719 -3.10835 -2.88376
C: -5.82070 -2.75809 -1.39232
N: -5.50643 -1.33985 -1.22231
C: -6.41492 -0.42797 -1.92673
C: -7.89511 -0.47146 -1.55157
O: -8.70733 -1.56551 -1.88753
C: -9.04115 -1.73547 -3.22857
H: -6.88811 -4.86692 -4.48223
H: -7.44421 -5.06856 -2.77490
H: -6.37699 -6.24187 -3.49080
H: -6.48036 -2.70622 -3.47325
H: -4.75577 -2.58230 -3.20400
H: -5.13612 -3.34328 -0.78129
H: -6.84065 -3.02873 -1.09757
H: -5.73156 -1.03788 -0.28026
H: -6.35317 -0.49687 -3.02206
H: -6.03559 0.58770 -1.78045
H: -8.33095 0.44682 -1.98020
H: -8.04717 -0.31577 -0.48076
H: -8.48768 -1.06571 -3.89969
H: -10.10726 -1.60273 -3.42790
H: -8.78200 -2.70823 -3.66390
C: -0.93476 5.33779 0.49040
O: 0.09166 5.64052 1.40735
C: 0.04035 6.94142 2.01303
C: 1.44641 7.27303 2.53893
N: 1.53201 8.51471 3.26861
C: 1.50559 9.71457 2.43502
C: 2.69315 9.82199 1.51529
O: 2.70166 11.18304 1.01415
C: 3.69343 11.33122 -0.01496
H: -1.89970 5.10847 0.95051
H: -0.56081 4.53871 -0.14469
H: -1.16036 6.19495 -0.15666
H: -0.81476 7.02501 2.68735
H: -0.24279 7.54044 1.13436
H: 2.17422 7.08168 1.74639
H: 1.53675 6.42469 3.22727
H: 2.34391 8.57084 3.86643
H: 1.45147 10.64355 3.00399
H: 0.60372 9.73752 1.81760
H: 2.73882 9.09177 0.70408
H: 3.64921 9.77201 2.05122
H: 4.19339 12.29022 0.10163
H: 3.15700 11.25285 -0.95924
H: 4.48075 10.57567 0.02764
C: 2.36381 0.96417 -3.99256
O: 3.10232 2.12090 -3.71040
C: 4.18840 1.96257 -2.83494
C: 5.40047 1.27135 -3.46023
N: 6.28583 2.23340 -4.17901
C: 6.95660 1.50684 -5.25388
C: 6.16304 1.29502 -6.56025
O: 5.98683 2.49630 -7.31254
C: 4.83261 2.49561 -8.09955
H: 1.39183 1.25927 -4.39241
H: 2.18474 0.34392 -3.10526
H: 2.78562 0.28626 -4.74668
H: 3.92249 1.54989 -1.85466
H: 4.45488 3.00584 -2.63387
H: 4.98797 0.49928 -4.12030
H: 6.03204 0.74565 -2.74285
H: 5.69374 2.94058 -4.60810
H: 7.28997 0.53079 -4.90469
H: 7.81441 2.12987 -5.53137
H: 5.21274 0.82839 -6.28845
H: 6.78250 0.68984 -7.22801
H: 4.57657 3.51987 -8.37508
H: 3.90992 2.16342 -7.60504
H: 4.93719 1.87927 -8.99847
C: -8.55951 2.93727 2.98704
O: -7.69570 1.92019 2.54931
C: -7.64489 0.81585 3.42937
C: -6.94154 -0.27587 2.61405
N: -7.16335 -1.59452 3.21767
C: -6.85530 -2.71897 2.35268
C: -5.32617 -2.85825 2.09272
O: -4.88005 -1.71414 1.41713
C: -3.51936 -1.72120 0.99167
H: -8.42403 3.77345 2.29957
H: -8.40070 3.38899 3.97472
H: -9.61096 2.63096 3.00422
H: -8.61510 0.48205 3.81477
H: -7.03420 0.97091 4.32543
H: -5.87546 -0.10102 2.71531
H: -7.35285 -0.27764 1.60405
H: -8.01911 -1.70131 3.73704
H: -7.31449 -2.61690 1.36000
H: -7.22272 -3.63364 2.81530
H: -5.10967 -3.80467 1.58293
H: -4.85180 -2.96586 3.07739
H: -3.24581 -2.63184 0.46110
H: -2.90789 -1.59995 1.89638
H: -3.37163 -0.75550 0.52039
C: -1.63683 -1.90417 4.25466
O: -0.92214 -1.22034 5.26225
C: -1.38599 -1.46270 6.62172
C: -0.93096 -2.84130 7.02912
N: 0.52751 -2.86410 7.15216
C: 1.09064 -4.15444 7.46067
C: 1.43650 -5.06865 6.25609
O: 2.33978 -4.40364 5.41586
C: 2.82138 -5.30063 4.42577
H: -2.70880 -1.70850 4.36142
H: -1.33285 -2.95131 4.18769
H: -1.34032 -1.39793 3.33267
H: -2.47186 -1.35811 6.56869
H: -0.89737 -0.67863 7.19289
H: -1.29611 -3.61075 6.33806
H: -1.38630 -3.11956 7.98351
H: 1.00123 -2.45993 6.35428
H: 0.48133 -4.61642 8.23502
H: 2.09340 -4.01705 7.88378
H: 0.51031 -5.35023 5.73203
H: 1.80352 -6.02658 6.64542
H: 3.43490 -6.06322 4.90669
H: 3.35326 -4.82767 3.60077
H: 1.95483 -5.73468 3.91084
C: -1.17496 -7.30315 2.58539
O: -1.18635 -8.14459 3.74095
C: -1.77570 -7.54204 4.86431
C: -1.30216 -8.21348 6.11680
N: -2.06805 -7.77374 7.27427
C: -1.62628 -6.54025 7.89069
C: -2.43247 -6.26094 9.18079
O: -1.99074 -5.05396 9.72449
C: -2.71374 -4.58762 10.83501
H: -0.69881 -6.36349 2.87027
H: -2.22451 -7.15310 2.32530
H: -0.65048 -7.78705 1.76843
H: -2.86706 -7.47067 4.85194
H: -1.39063 -6.50929 4.91315
H: -0.20685 -8.24702 6.18899
H: -1.48451 -9.28977 5.99646
H: -2.11602 -8.55166 7.91737
H: -1.94916 -5.70215 7.27216
H: -0.56851 -6.48755 8.16467
H: -2.40088 -7.14528 9.82686
H: -3.44764 -6.13912 8.78149
H: -2.73523 -5.29861 11.66164
H: -3.70189 -4.16440 10.62481
H: -2.19153 -3.69286 11.18493
C: -2.27571 -0.20065 -1.84559
O: -1.20662 -0.31558 -0.91505
C: -0.37417 0.82826 -0.99815
C: 0.91943 0.65611 -0.20571
N: 1.54948 -0.58378 -0.64095
C: 2.33587 -1.22955 0.42362
C: 1.45326 -2.11269 1.28312
O: 1.22109 -3.35184 0.61176
C: 0.27110 -4.10710 1.30293
H: -2.65921 -1.20713 -1.99091
H: -2.04021 0.32405 -2.77562
H: -3.07638 0.39243 -1.38809
H: -0.95929 1.71707 -0.72772
H: -0.12782 0.93495 -2.06364
H: 0.74218 0.76970 0.87151
H: 1.60621 1.46756 -0.46451
H: 0.82238 -1.25840 -0.86214
H: 2.59655 -0.37611 1.06197
H: 3.28232 -1.65152 0.08816
H: 0.50110 -1.63373 1.53640
H: 1.89724 -2.25459 2.27780
H: 0.71760 -4.57073 2.19388
H: -0.03216 -4.97164 0.70747
H: -0.64523 -3.59351 1.61163
C: -3.68269 7.19037 -5.09892
O: -4.10166 5.85355 -5.18428
C: -3.09021 4.92220 -5.47342
C: -2.03262 4.79481 -4.36503
N: -2.58643 4.87869 -3.01465
C: -3.09866 3.59339 -2.52911
C: -3.85955 3.74574 -1.22795
O: -4.27314 2.46241 -0.77608
C: -5.18204 2.52349 0.28246
H: -3.21695 7.47751 -4.14780
H: -4.57931 7.81218 -5.11153
H: -3.02112 7.57078 -5.88190
H: -2.73082 5.12382 -6.48880
H: -3.51637 3.91456 -5.53167
H: -1.37363 5.66874 -4.41360
H: -1.45471 3.89270 -4.56307
H: -3.40569 5.47416 -3.10672
H: -2.34226 2.80823 -2.49654
H: -3.82275 3.19891 -3.26290
H: -4.70338 4.43655 -1.26883
H: -3.07788 3.99574 -0.49598
H: -4.90548 3.26778 1.04027
H: -5.28059 1.56396 0.78987
H: -6.20907 2.80573 0.01351
C: 5.01938 7.21157 -0.63162
O: 4.05834 6.43456 0.02274
C: 4.53830 5.17743 0.45021
C: 3.51418 4.08302 0.07670
N: 2.41014 4.00503 1.01023
C: 2.52489 2.98204 2.01708
C: 1.31704 2.95621 2.95455
O: 1.43391 1.69438 3.61501
C: 0.26117 1.34823 4.31922
H: 5.43846 6.76340 -1.53765
H: 5.80414 7.46481 0.09507
H: 4.64183 8.19032 -0.93870
H: 4.85013 5.06727 1.49628
H: 5.49563 4.90569 -0.01868
H: 4.09067 3.17185 -0.08694
H: 3.11734 4.38603 -0.89643
H: 1.89299 4.87161 1.04455
H: 3.43797 2.99318 2.63082
H: 2.58818 1.98992 1.56372
H: 0.45308 2.83681 2.29231
H: 1.33310 3.80799 3.63443
H: -0.51306 0.94351 3.66106
H: -0.18142 2.17064 4.89191
H: 0.47982 0.61525 5.09659
C: -0.29939 0.41523 -8.47033
O: -0.53896 -0.17253 -7.20527
C: 0.60564 -0.70308 -6.54140
C: 0.14423 -1.10273 -5.16488
N: -0.07423 -2.57685 -5.05272
C: -0.97626 -2.89204 -3.92554
C: -1.50228 -4.29439 -4.06560
O: -2.14623 -4.49485 -5.33727
C: -3.26911 -3.69661 -5.62066
H: 0.12825 -0.26319 -9.21152
H: 0.29229 1.32614 -8.35386
H: -1.28520 0.68589 -8.84664
H: 1.32019 0.13184 -6.51612
H: 1.13720 -1.49558 -7.07484
H: -0.66772 -0.49916 -4.74850
H: 0.90628 -0.99547 -4.38288
H: -0.67744 -2.89180 -5.81682
H: -1.83272 -2.21738 -3.77376
H: -0.32969 -2.70146 -3.05922
H: -2.14242 -4.57356 -3.22629
H: -0.68639 -5.00458 -4.19850
H: -4.08392 -3.80910 -4.90203
H: -3.71917 -3.92854 -6.58707
H: -2.95393 -2.64874 -5.69988
C: 13.96269 -0.66395 -2.57841
O: 13.25720 -1.87826 -2.65308
C: 12.28130 -2.09704 -1.66211
C: 11.15071 -2.90293 -2.32550
N: 10.09082 -3.26888 -1.36795
C: 8.97610 -3.85657 -2.12924
C: 7.95593 -2.74818 -2.57916
O: 7.51900 -1.89675 -1.54744
C: 6.61773 -2.48694 -0.63200
H: 14.83837 -0.82555 -3.20755
H: 14.38804 -0.48835 -1.58342
H: 13.39939 0.21996 -2.88454
H: 11.83661 -1.10302 -1.48063
H: 12.59817 -2.40184 -0.66003
H: 11.55862 -3.82599 -2.73258
H: 10.76418 -2.19493 -3.06385
H: 9.78380 -2.41112 -0.92072
H: 8.39532 -4.53131 -1.49824
H: 9.26160 -4.38240 -3.03734
H: 7.08884 -3.30691 -2.95043
H: 8.42847 -2.10403 -3.31862
H: 5.83914 -3.06761 -1.13934
H: 6.04044 -1.64906 -0.23312
H: 7.14941 -3.01709 0.15806

Summary:
SMILES ... COCCNCCOC.COCCNCCOC.COCCNCCOC.COCCNCCOC.COCCNCCOC.COCCNCCOC.COCCNCCOC.COCCNCCOC.COCCNCCOC.COCCNCCOC.COCCNCCOC
Relative energy (zero: lowest compared OMol25 entry of this formula, charge and spin) ... 120.6 kcal/mol
Highest occupied orbital energy ... -0.2856 Ha



[3]
DFT (ωB97M-V/def2-TZVPD) results for C64H51ClCrNO5P2S2 as an isolated structure.

Cartesian coordinates (Å):
Cr: -0.09378 -1.20877 -0.25974
O: 1.36257 -2.23958 -0.48460
S: 1.55778 0.65554 0.42161
C: 1.47486 0.50058 2.19763
C: 2.50522 -0.04611 2.92311
C: 2.57057 0.03906 4.33163
C: 1.57432 0.69444 4.99192
C: 1.35080 0.98101 6.45613
C: 0.03058 1.79590 6.50340
C: -0.47190 1.80467 5.08071
C: -1.60531 2.32447 4.52458
C: -1.82502 2.10562 3.14867
C: -0.94405 1.42674 2.32991
P: -1.54863 0.91283 0.67258
C: -3.23606 0.26237 0.93437
C: -3.93415 -0.10315 -0.21807
C: -5.18808 -0.68169 -0.13283
C: -5.76231 -0.91375 1.10815
C: -5.07448 -0.56346 2.25859
C: -3.81793 0.02109 2.17405
C: -1.88397 2.59049 -0.01249
C: -0.79700 3.45817 -0.13984
C: -0.96510 4.73275 -0.65039
C: -2.22459 5.16417 -1.04955
C: -3.30705 4.31140 -0.92512
C: -3.14018 3.03341 -0.40576
C: 0.32377 1.02951 2.86646
C: 0.47236 1.16969 4.25304
C: 3.27611 0.45126 -0.00052
C: 4.16380 1.13459 0.79995
C: 5.55948 1.08300 0.63975
C: 6.04623 0.35243 -0.40154
C: 7.46589 0.07088 -0.82335
C: 7.33236 -0.63284 -2.19557
C: 5.84929 -0.84359 -2.37355
C: 5.15380 -1.41503 -3.39206
C: 3.74817 -1.40086 -3.30750
C: 3.02891 -0.88503 -2.25065
P: 1.21145 -1.00345 -2.49005
C: 0.85212 -2.70236 -3.06420
C: -0.44935 -2.96049 -3.49375
C: -0.84210 -4.24791 -3.82682
C: 0.05859 -5.29631 -3.72111
C: 1.34048 -5.05314 -3.24913
C: 1.73249 -3.76884 -2.90917
C: 1.13440 -0.00645 -4.05882
C: 1.79563 1.22412 -4.06329
C: 1.70378 2.08831 -5.13977
C: 0.94068 1.74151 -6.24750
C: 0.28779 0.52091 -6.26266
C: 0.38515 -0.34589 -5.18120
C: 3.73845 -0.26238 -1.16377
C: 5.14422 -0.26258 -1.29601
H: 3.30771 -0.54265 2.39385
H: 3.40698 -0.41349 4.84840
H: 2.18592 1.53138 6.89392
H: 1.25057 0.04609 7.01048
H: 0.20832 2.81824 6.84668
H: -0.70084 1.35311 7.18169
H: -2.35077 2.84469 5.11280
H: -2.76851 2.43509 2.72762
H: -3.48017 0.02282 -1.19133
H: -5.69329 -0.99015 -1.03761
H: -6.73163 -1.39027 1.17717
H: -5.50422 -0.76118 3.23289
H: -3.29088 0.26500 3.08411
H: 0.18920 3.12975 0.16751
H: -0.10971 5.39075 -0.73975
H: -2.35655 6.15727 -1.45932
H: -4.29275 4.63382 -1.23615
H: -4.00015 2.38233 -0.31658
H: 3.76683 1.71768 1.62228
H: 6.20246 1.60928 1.33374
H: 7.95045 -0.57896 -0.09193
H: 8.06066 0.98400 -0.88277
H: 7.88220 -1.57404 -2.23340
H: 7.72048 -0.00396 -3.00005
H: 5.63972 -1.85335 -4.25426
H: 3.19690 -1.82578 -4.13803
H: -1.19007 -2.17063 -3.50205
H: -1.86513 -4.42844 -4.12896
H: -0.25067 -6.30575 -3.96193
H: 2.03005 -5.87414 -3.10000
H: 2.69975 -3.61435 -2.45361
H: 2.39530 1.51321 -3.20552
H: 2.22430 3.03822 -5.11205
H: 0.85520 2.41939 -7.08685
H: -0.31005 0.23507 -7.11948
H: -0.12972 -1.29368 -5.22811
C: -2.15504 -1.45821 7.71996
C: -1.53516 -1.77169 6.38619
C: -2.26119 -1.65894 5.20679
C: -1.68598 -1.96301 3.98039
C: -0.36687 -2.36363 3.89747
C: 0.36179 -2.48768 5.07331
C: -0.21327 -2.20485 6.30057
S: 0.49768 -2.84552 2.33732
O: 1.81578 -3.24861 0.36839
O: 0.41226 -4.32044 2.50899
N: -0.68314 -2.28555 1.28134
C: -1.55258 -3.34414 0.77730
C: -2.29793 -2.84923 -0.45289
O: -3.32627 -3.35876 -0.85893
O: -1.72150 -1.82977 -1.05113
H: -3.19424 -1.14952 7.60659
H: -1.62323 -0.65221 8.23169
H: -2.13413 -2.32635 8.38149
H: -3.29846 -1.34128 5.25113
H: -2.25728 -1.88267 3.06743
H: 1.38839 -2.83185 5.02364
H: 0.36628 -2.32897 7.21005
H: -2.27605 -3.70326 1.51715
H: -0.96232 -4.21601 0.46324
Cl: -3.92213 0.11589 -4.22934
C: -3.26437 1.69829 -4.51720
C: -3.87870 2.51022 -5.44577
C: -3.37114 3.77912 -5.70232
C: -2.24175 4.22557 -5.01819
C: -1.62862 3.41291 -4.09320
C: -2.11295 2.11240 -3.80201
C: -1.47167 1.31030 -2.85620
H: -4.75396 2.14730 -5.96718
H: -3.85835 4.41303 -6.43105
H: -1.84432 5.21358 -5.21430
H: -0.75214 3.75314 -3.55898
H: -0.58029 1.66596 -2.36511
H: -1.82603 0.32069 -2.60590

Summary:
Multiplicity ... 5
<S²> ... 6.118
Relative energy (zero: lowest compared OMol25 entry of this formula, charge and spin) ... 76.2 kcal/mol
Highest occupied orbital energy (alpha / beta) ... -0.1189 / -0.1276 Ha
Net charge ... -1



[4]
DFT (ωB97M-V/def2-TZVPD) results for C21H22ClN5O3S in the gas phase in a non-equilibrium geometry.

Cartesian coordinates (Å):
C: 0.48979 3.58583 0.45515
O: 0.73779 2.88793 -0.74085
C: 1.61075 3.41185 -1.64848
C: 2.42255 4.51276 -1.43399
C: 3.29583 4.94731 -2.42074
C: 3.35248 4.27117 -3.62374
Cl: 4.44127 4.80464 -4.85404
C: 2.54494 3.17023 -3.86892
C: 1.66779 2.73776 -2.88779
N: 0.80070 1.65658 -3.04776
C: 0.79305 0.73594 -4.03835
O: 1.53367 0.70925 -4.99522
C: -0.28330 -0.32975 -3.83744
S: 0.18734 -1.53169 -2.54745
C: -0.38982 -0.69541 -1.14333
N: -0.97754 0.47690 -1.12528
N: -1.27607 0.76230 0.14650
C: -0.86112 -0.21939 0.90054
C: -0.99142 -0.25032 2.35011
C: 0.07062 -0.59344 3.18521
C: -0.14859 -0.60462 4.55365
N: -1.30724 -0.30082 5.11090
C: -2.30461 0.05583 4.31959
C: -2.20516 0.10066 2.93909
N: -0.27533 -1.19250 0.12245
C: 0.15540 -2.51192 0.48353
C: -0.92555 -3.57983 0.18081
C: -2.21369 -3.35486 0.97737
C: -1.88776 -4.03036 2.30964
C: -0.90022 -5.13326 1.89881
O: -0.45730 -4.84673 0.57695
H: 1.37346 3.60269 1.10168
H: 0.16100 4.61036 0.25884
H: -0.31182 3.03092 0.94147
H: 2.39069 5.04238 -0.49547
H: 3.92619 5.80416 -2.24631
H: 2.59377 2.64833 -4.80978
H: 0.12508 1.54747 -2.28648
H: -1.23782 0.10156 -3.54140
H: -0.38034 -0.91379 -4.75181
H: 1.04925 -0.81417 2.78637
H: 0.64488 -0.87112 5.23948
H: -3.22879 0.31224 4.81970
H: -3.03850 0.39640 2.32229
H: 1.05491 -2.76301 -0.08556
H: 0.38646 -2.53563 1.54860
H: -1.09336 -3.61306 -0.90065
H: -3.03652 -3.86970 0.48149
H: -2.47354 -2.30404 1.08394
H: -1.42067 -3.32417 2.99768
H: -2.77160 -4.43870 2.79302
H: -1.37552 -6.11857 1.87498
H: -0.03642 -5.18260 2.57099

Summary:
SMILES ... COc1ccc(Cl)cc1NC(=O)CSc1nnc(-c2ccncc2)n1C[C@@H]1CCCO1
Highest occupied orbital energy ... -0.2955 Ha



> What is the formula in the second record?

C66H165N11O22



> Number 4 is which compound?

C21H22ClN5O3S